The following is a quantum chemistry calculation of a molecular structure, C23H55N3O2P4Tl at a distorted geometry, from OMol25.

```
88
C23H55N3O2P4Tl, DFT wB97M-V/def2-TZVPD
C 0.7147 3.5368 -0.8974
H 1.0060 4.0620 1.1515
H -0.6428 3.6120 -8.5776
P -1.3110 -0.8105 3.4094
H -3.7105 -2.8654 2.6724
H -3.6964 0.6627 5.0711
C -0.8949 0.1811 -6.7894
H 1.7522 3.2174 -1.0793
H -2.8136 -4.0131 3.6983
C -0.7480 2.6299 -8.1032
H -0.9259 -4.5596 -2.6743
H 0.3198 1.5682 -9.6601
H 0.1979 -0.6470 -8.4730
H -3.5066 -1.8444 5.6932
H -2.2495 1.1290 -5.4290
H 0.9195 0.1491 6.1429
C 0.9691 -2.3766 -3.6153
H 2.7068 2.3231 0.8937
N -0.0414 -0.6940 4.4854
H 4.3364 1.6399 1.2395
H -2.5142 -0.5286 -3.5280
H 0.5619 -2.5755 5.2779
P 0.3322 -2.6164 -1.9242
C -2.6921 0.4737 -3.1046
C -3.5832 0.5922 3.9750
C 0.9077 -1.8059 4.5623
C -1.6255 1.8489 3.0844
H 5.0472 0.0021 -0.5012
N -2.1717 0.5911 3.6041
N -2.2603 -2.0431 3.9733
C 0.3130 3.9851 0.3093
H 1.5174 -4.7358 -1.8113
C -0.2480 0.2470 -8.0455
H 1.8965 -1.7916 -3.5818
C -1.6134 1.2694 -6.2977
H -3.5820 -1.6843 -1.0971
H -1.6911 -3.7838 -1.2513
H 0.7241 1.2760 4.7690
C 1.5089 -3.8173 -1.2072
H 2.5234 -3.3995 -1.1744
H 1.8901 -1.4462 4.8988
H -4.0853 -0.3302 3.6398
H -3.6958 0.8168 -3.3986
C -3.8158 -0.6657 -0.7476
H -3.9076 2.4663 -1.5742
Tl -0.0021 -0.3778 -0.3182
H -3.5054 2.1931 0.1537
P -2.4971 0.4911 -1.2885
H -4.7875 -0.3532 -1.1569
C -0.1800 1.4870 -8.6919
H 3.8032 0.6854 -1.6013
C -2.5315 -2.2690 5.3961
H 0.2583 -1.8311 -4.2511
C -1.4682 2.5207 -6.9046
O -0.8687 -1.1046 2.0122
H 1.0429 -2.2839 3.5794
H 1.1835 -3.3521 -4.0737
H 2.8994 -2.3401 1.3250
C -1.1820 -3.5984 -2.2065
H -2.5864 -3.3568 5.5482
H 3.9615 -1.0786 -1.4349
H -2.2752 2.8836 -0.9449
P 2.7808 -0.0733 0.4552
C -2.7214 -3.1043 3.0920
C 3.3723 -1.3852 1.5997
H -0.2423 -1.5960 -6.4134
C 0.2428 0.4537 5.3321
H 4.4670 -1.4966 1.5361
H -1.9343 1.1531 -3.5209
H -3.8711 -0.6830 0.3519
H -1.9302 3.3959 -6.4352
C -3.1113 2.1676 -0.8725
H -1.3939 2.5321 3.9220
H -0.7180 4.3080 0.4839
H 3.0987 -1.1564 2.6413
H -2.3367 2.3668 2.4161
H -4.1119 1.4623 3.5506
H 1.2133 -4.0622 -0.1792
C 4.0249 -0.1228 -0.8893
H -0.6911 1.6646 2.5328
H -1.8775 -3.0569 -2.8594
H -1.7407 -1.8495 6.0333
H 2.9844 1.3939 2.3959
O -0.7682 -0.9093 -5.9600
C 3.2518 1.4699 1.3311
H -0.6952 0.8219 5.7855
H -2.0049 -3.2560 2.2790
H 0.0406 3.4856 -1.7576
```

Computed properties:
charge: +3
Kohn-Sham gap: 3.00 eV
calculated total energy: -75132.79180 eV
lowest unoccupied orbital energy: -0.4180 Eh

=====

The following is a quantum chemistry calculation of a single C41H38BNO4 molecule at a distorted geometry, from OMol25.

```
85
C41H38BNO4, DFT wB97M-V/def2-TZVPD
C -3.9565 -0.3789 -1.5571
H -4.9681 -4.2302 3.8425
H -2.7994 -2.7142 4.3838
C 3.5171 -0.5830 4.4986
C 2.8307 -0.2111 -1.0559
C 0.8643 -0.8316 -2.6137
H 1.3943 -2.0283 -4.3144
H 4.0282 0.3635 4.8329
C 1.4826 0.5987 3.4788
O 2.7263 -0.8220 2.1633
C -2.9001 -2.5032 3.3036
H -2.6905 2.2332 -0.8432
O -3.7101 -2.4910 1.1959
H -0.6249 -1.3663 -5.6341
H -2.2869 4.4983 -0.3976
C 3.3654 -1.4275 -3.0383
C 0.9400 3.2916 -0.2931
C 0.5580 -2.8593 -0.1058
C -0.4898 -1.0061 -4.6267
B 1.8278 -0.4957 -0.0650
H 1.3913 1.2850 -0.6660
C -4.9324 1.7981 -0.3535
C -0.7249 1.3923 -0.2322
C -1.4342 3.8026 -0.2934
H -2.2229 0.3574 -4.6417
C 2.4558 -4.0852 0.1170
C 2.3464 -0.7916 -2.2808
C 1.7581 -0.2031 1.3730
H 4.3980 -4.7581 0.6822
C 1.0812 -4.2337 -0.0864
H -5.3778 2.0942 -1.3367
C -4.8250 -4.1639 2.7333
C -0.3199 -0.3854 -1.8270
H 2.0766 5.9549 0.9263
H 1.9662 6.4087 -0.8328
H -5.8036 -3.8847 2.2837
C -4.1040 0.5608 -0.4885
H 1.1597 1.3218 4.2602
H 4.4015 0.6825 0.2137
C 3.5658 -5.0387 -0.0091
C 0.5640 1.9520 -0.4258
H -2.9479 -2.3422 -1.5367
O -3.0782 0.4514 0.3693
H 3.9715 -4.9606 -1.0490
H 3.1683 -1.8913 -4.0381
O 2.7721 -2.7437 0.2592
N 0.1278 5.6451 0.0123
H -1.4650 -0.8374 2.9261
C -0.9927 6.5827 0.2205
C 0.6279 -1.3688 -3.9070
H 0.1105 1.2149 1.8600
C -2.1966 -1.5245 2.5045
H -5.7863 1.6768 0.3857
H 3.1222 -6.0424 0.2282
C -1.6839 2.4406 -0.4868
C 4.1511 -0.0069 -0.6239
C -2.7242 -1.5400 1.2143
H 5.3937 -2.1115 -3.0074
C -0.0896 4.2880 -0.1401
C 5.0768 -0.7535 -1.3441
H 0.5574 -5.1775 -0.2902
H -1.6278 6.2799 1.0672
C -1.2127 0.2917 -2.7334
C -1.3842 -0.0778 -4.0771
C -0.9620 -0.2823 -0.1900
H 2.0046 3.5636 -0.3629
H -4.4608 -0.2812 -2.5409
C -3.7817 -3.1258 2.4623
H -4.3020 2.6621 0.0039
C -2.2871 -0.7238 0.0037
C 4.6685 -1.4837 -2.4865
C -3.0342 -1.3153 -1.1795
C 2.5759 -0.2666 3.4201
C 1.6138 -2.0018 0.0187
C 1.4195 6.3607 0.1321
H -0.5929 7.5894 0.4574
H -0.4948 -2.6333 -0.2662
H 6.1145 -0.8214 -0.9978
H 4.2686 -1.3261 4.1485
H -4.6161 -5.2215 2.4188
H -1.6209 6.6796 -0.6820
H 1.1862 7.4108 0.4195
H 2.8332 -1.0050 5.2878
H -1.8816 1.0708 -2.3200
C 0.9309 0.5549 2.1700
```

Computed properties:
charge: 0
Kohn-Sham gap: 4.72 eV
calculated total energy: -53475.24030 eV
lowest unoccupied orbital energy: -0.0510 Eh

=====

The following is a quantum chemistry calculation of a single C4H6OS molecule at a distorted geometry, from OMol25.

```
12
C4H6OS, DFT wB97M-V/def2-TZVPD
C 1.5035 0.1569 -0.0993
O -0.8056 -0.1762 -0.6021
H -2.1982 -0.6161 2.5288
S 0.6905 0.1952 1.5298
H 2.2302 0.8634 -0.1232
C 0.3449 0.5162 -1.0571
H 2.1005 -0.8072 -0.2583
H 0.5889 -0.0004 -2.1317
C -0.8502 -0.3403 0.8537
H -2.9684 -0.6584 0.7652
C -2.0376 -0.5206 1.4027
H -0.0312 1.5852 -1.1402
```

Computed properties:
charge: 0
Kohn-Sham gap: 9.23 eV
calculated total energy: -17126.08751 eV
lowest unoccupied orbital energy: 0.0296 Eh
SMILES: C=C1OCCS1

=====

The following is a quantum chemistry calculation of 13 unconnected molecules or ions with the total composition C54H111NO12 at a distorted geometry, from OMol25.

```
178
C54H111NO12, DFT wB97M-V/def2-TZVPD
H 0.9023 -0.2532 -1.8545
H 3.7339 -7.0306 -2.5353
C 8.0151 -5.0153 3.8176
H -3.9814 -5.7401 0.9526
C 0.6607 2.0672 -0.4027
O 2.0116 8.6710 1.9738
C 0.7531 2.7398 6.3037
H 5.3479 4.5988 1.4727
H -0.9056 9.5970 1.3904
H -1.4527 -1.5359 0.5200
H -9.0644 -2.4379 -4.3474
H 1.2578 1.8095 -2.5207
H -3.3090 -3.3486 -7.0308
H 2.2864 -8.5420 0.1272
H 3.4363 -1.5436 -5.9687
H 3.0044 -1.0911 -1.0675
C -2.4722 -2.7313 -6.7042
O -6.2800 2.9023 2.2481
H 2.8040 -0.4781 0.6362
H 4.0918 -1.2594 -7.5599
C -1.1556 -3.9885 -5.2154
C 4.6164 0.3411 -6.2660
C -1.8489 3.6304 -8.8929
H -1.6066 1.4544 0.1355
O 2.8124 1.2481 -7.3382
C -5.3056 3.2355 3.2330
C -5.8004 5.0942 1.8268
H 1.6783 2.2782 -0.0739
C 2.6043 -0.3093 -0.4220
H 2.0793 -0.5267 -8.0971
H -8.2932 -3.7111 -1.9923
H 0.7628 -1.2840 -0.4079
O 6.9732 -3.0700 4.5655
H 7.8780 -6.0615 3.5442
C 7.4255 2.6839 1.6630
H 4.8108 2.7393 2.8181
H -3.8031 -1.8572 -5.2287
H -7.2733 -2.7724 -4.2546
C 6.0656 4.4207 2.2736
C 5.7063 3.2383 3.1886
C -6.8001 4.0345 1.4858
H -0.2977 6.3347 -9.1832
H -7.1801 -7.5460 1.4184
H -1.8351 4.4441 7.2873
C 0.0998 9.4944 0.9822
C -2.3684 -3.3671 -4.4454
H 6.9857 2.3255 0.7323
H -1.1652 2.1576 7.0179
H -2.0038 6.5861 -8.7736
H -4.5073 -8.1105 0.2297
H 7.7182 -5.4226 5.9300
C -4.8706 -6.2610 1.3078
H 2.0779 -3.9494 5.9314
C 4.2084 1.4478 -7.1304
H 4.7807 1.5478 -8.0527
O -7.9464 -0.8803 -3.6299
H -4.8636 -6.3644 3.5024
H -2.7962 3.1093 -9.0312
H 1.7400 -3.1658 3.5617
C 8.1064 -3.3390 5.3948
H 0.0851 2.7343 0.2390
H -6.7715 3.9153 0.4027
H 1.0941 -5.6885 0.0691
H 2.2424 -2.2115 6.0270
H 0.4574 11.5068 1.6519
H -2.2014 -1.2648 -5.1350
H -0.1373 -2.1102 6.9548
O 7.2923 4.0998 1.6583
H -0.2629 -3.6408 -4.6955
C -1.2013 5.8496 -8.8142
H 3.4977 -5.4646 -1.9490
H 6.4985 1.2106 2.9553
O -1.1880 -3.3999 -6.5446
H -1.4378 0.2786 -1.1532
H 3.0670 0.6386 -0.6970
H 0.1201 4.7792 -7.5875
O -0.5282 4.5020 5.6540
H 4.5517 -7.4036 -0.3243
H 5.6124 -0.0268 -6.5122
H 9.4093 -5.2111 5.4061
H 1.6867 3.1636 6.6735
H -4.6447 5.3377 3.6486
C 3.6488 -0.7614 -6.6975
H -7.8834 0.1079 -1.8491
H 0.1811 7.9847 2.5502
C 3.1942 -6.4934 -1.7554
H 1.5234 10.8999 0.2787
H -6.3576 5.0051 3.8077
C 0.7350 8.2947 1.6642
C 8.3817 -4.8798 5.2568
C 0.2820 -3.0481 6.5906
H 0.9660 1.6956 6.0745
C -0.3924 2.8830 7.2724
H -9.3190 -2.3643 -1.9359
H -6.2166 -0.3852 -2.4935
H -0.9076 5.8557 -6.6173
O 1.7469 -6.5898 -1.7150
C 6.7607 -4.1087 3.6370
H -3.6859 -7.4543 2.6607
H 8.4907 2.4731 1.5673
H 0.3229 -3.6240 7.5152
C 0.9855 10.6682 1.1980
H -1.1829 -4.5200 5.9816
C -4.6823 -7.0128 2.6451
O -1.6657 4.8054 -9.6584
H -2.8511 4.5619 -7.3277
H -5.6723 -5.5254 1.3728
H 1.0371 3.7432 4.3819
H 0.3438 -7.2495 -0.2627
H 1.7455 10.3059 3.2270
C -8.3588 -2.6811 -2.3430
C -6.2428 -8.0941 1.3230
C 2.3911 -7.4733 0.3143
O -0.1617 -3.7105 4.3748
H -1.9957 -3.0113 -3.4848
C -8.1394 -2.3047 -3.7865
C -0.7783 4.3350 7.0436
C -7.3143 -1.8785 -1.5893
C 2.3845 -0.0956 -7.1436
H -6.5491 -9.1068 1.0609
H 8.8007 -4.6043 3.1837
H 0.0095 9.3834 -0.0984
C -1.1479 0.5008 -0.1262
H -1.6642 -2.8951 5.6029
H -3.2360 -4.0004 -4.2607
C -1.7550 -0.5252 0.7943
C 2.0096 10.0836 2.1931
H 6.7519 -3.8844 2.5704
H 6.1627 5.3253 2.8739
O -5.6315 -8.0682 2.6472
C 0.2468 3.4220 5.0603
C 1.5533 -3.0106 5.7537
H -0.4461 2.0239 -2.3800
H 9.0122 -2.7483 5.2580
H -6.2664 6.0763 1.7472
H -7.5778 -1.6640 -0.5536
H -0.4220 2.7574 4.5134
H -4.9195 5.1545 1.1877
H -2.8431 -0.5206 0.7300
H 7.7204 -3.0419 6.3699
H -5.6180 -7.1208 -0.6234
H 2.9959 10.5002 1.9886
N 0.2991 0.6795 -0.0500
H -0.1573 2.6338 8.3071
H 4.3168 2.3576 -6.5400
C -1.9001 4.0437 -7.4504
C -0.7992 -3.5569 5.6450
C 1.2697 -6.6806 -0.3468
H 7.5301 2.3708 3.8358
C 1.0229 -2.8956 4.3370
H 5.5364 3.5659 4.2142
C -5.2911 -7.3694 0.3863
H 5.9148 -4.7287 3.9341
H -6.3653 -2.4137 -1.5565
C 3.6112 -6.8539 -0.3620
H 0.5015 3.4216 -2.1940
H -1.1185 2.8703 -9.1702
H 0.9040 -1.8298 4.1422
H -1.2260 -5.0751 -5.1664
H -1.5338 -0.3476 1.8467
H 0.7170 7.4144 1.0216
C -2.7658 -2.1773 -5.3268
H -7.7992 4.2840 1.8433
H -0.1383 5.0134 7.6079
H -1.6837 3.2796 -6.7038
C -0.8842 5.1886 -7.4790
H 2.4820 -7.2764 1.3825
H 3.8191 -5.9425 0.1984
C -7.2810 -0.6053 -2.4119
H -2.3518 -1.8965 -7.3947
H -5.4741 2.7890 4.2129
H -4.3062 3.0511 2.8389
C 6.8444 2.2434 2.9981
C -5.4654 4.7516 3.2351
H 1.6084 -0.2588 -6.3959
H 4.5578 0.6950 -5.2368
C 0.5020 2.3575 -1.9580
C 1.1147 -0.3249 -0.7878
```

Computed properties:
charge: 0
Kohn-Sham gap: 8.45 eV
calculated total energy: -83848.20997 eV
lowest unoccupied orbital energy: 0.0046 Eh

=====

The following is a quantum chemistry calculation of a molecular structure, CH2F3GdO3S at a distorted geometry, from OMol25.

```
11
CH2F3GdO3S, DFT wB97M-V/def2-TZVPD
C 0.6761 0.5817 -2.0643
O -0.6997 -1.5672 -1.3991
F -0.4760 1.2261 -1.9799
H -1.3473 0.7806 2.4551
H -2.3746 0.9303 3.5991
O -2.2729 0.6052 2.7005
Gd -2.1023 -1.1877 0.5508
F 1.6552 1.3801 -1.6596
F 0.8908 0.2372 -3.3277
S 0.6601 -0.9693 -0.9933
O 0.3557 -0.3417 0.3852
```

Computed properties:
charge: +1
Kohn-Sham gap (alpha / beta): 8.61 / 8.44 eV
calculated total energy: -47027.80760 eV
spin multiplicity: 9
lowest unoccupied orbital energy (alpha / beta): -0.1681 / -0.1946 Eh

=====

The following is a quantum chemistry calculation of 2 unconnected molecules or ions with the total composition C14H16BrN7O3P at a distorted geometry, from OMol25.

```
42
C14H16BrN7O3P, DFT wB97M-V/def2-TZVPD
N -0.6124 -0.7656 2.5331
H -3.0667 0.5270 -1.0468
C 0.2539 0.1667 2.8801
C 1.5516 1.4045 4.0674
H -0.1077 -2.7914 0.8064
H 1.2004 0.2019 -7.3312
H -2.2651 0.8557 1.2014
H -2.6320 -0.6382 -5.6245
H -0.2120 -2.0119 4.1505
O 0.7352 1.3577 0.7504
C -1.1226 -0.9539 1.2205
H -1.0674 -3.0178 -1.3910
P 2.4101 2.0579 5.6075
C -1.5640 -0.5046 -5.5096
N 0.7206 0.3766 4.1163
C -2.4248 -0.2305 -0.6174
C 0.5900 -0.0334 -6.4693
H 1.9454 3.5257 1.7860
H -1.2350 -0.1132 -7.5925
C -1.9726 -0.0278 0.6581
C -0.7863 -2.0366 0.4437
H -1.5896 -0.8603 -3.3851
N 2.4453 2.9087 2.4144
C 1.1765 -0.1617 -5.2189
C -1.0831 -1.6693 3.6065
H 3.3028 2.5808 1.9862
H 0.8510 -0.5675 -3.1370
C -1.3306 -2.1455 -0.8080
N -2.1523 -1.2764 -1.3993
C 0.3910 -0.4623 -4.1142
Br 2.6696 0.2168 6.8277
H 0.3316 2.5306 5.8075
N 0.8338 1.0794 2.0630
N 1.9035 0.7395 -0.0401
H 2.2451 -0.0281 -5.1059
H -1.7248 -1.1431 4.3026
C -0.7794 -0.2084 -6.6156
O 1.9713 -0.3825 0.1154
N 1.6629 1.8629 2.8349
O 1.1215 2.7799 6.3042
H -1.6043 -2.5120 3.1784
C -0.9804 -0.6304 -4.2557
```

Computed properties:
charge: +1
Kohn-Sham gap: 6.03 eV
calculated total energy: -110670.13830 eV
lowest unoccupied orbital energy: -0.1858 Eh

=====

The following is a quantum chemistry calculation of a molecular structure, C16H24HgN3O2 at a distorted geometry, from OMol25.

```
46
C16H24HgN3O2, DFT wB97M-V/def2-TZVPD
H -2.7261 -0.8095 -3.5669
C 0.2555 -1.6227 1.6091
C 2.9473 -1.4136 2.2316
Hg 1.5552 0.2552 -3.2769
C 2.5304 0.4184 3.8816
H -1.4675 -2.6150 1.0400
H 0.8042 -3.2549 0.3029
C -3.4536 1.6648 0.6778
N -1.8270 -0.5459 -3.1635
H -0.3751 1.1425 2.9112
C 3.4708 1.0981 -3.0346
H -4.0403 2.5782 0.6615
H 3.4256 2.0002 -2.4055
O 0.9373 1.1209 -0.0354
C 2.5289 -2.3793 1.3078
O -0.0380 -0.3695 -1.4424
C -0.3237 0.1345 3.3450
H 3.6222 0.3472 3.9498
H -1.7427 0.4693 -3.0854
H 0.5131 1.9927 -5.9387
H -0.7442 2.3050 -4.9462
H 3.2604 -3.0160 0.8030
C 0.6611 -0.7075 2.6079
C 1.1750 -2.5112 1.0241
C -1.8985 -0.6290 0.8195
H -0.0133 0.2491 4.3890
N -0.1900 1.5434 -5.3485
H 3.7687 1.3064 -4.0708
C -4.0446 0.4529 1.0359
C -1.3619 0.5396 0.2643
H 4.0050 -1.2888 2.4640
H -1.6240 2.6478 0.0084
H 4.1072 0.3263 -2.5797
C -0.0169 0.4405 -0.4240
H -3.6908 -1.6538 1.4229
H -5.1075 0.4007 1.2585
C -2.1100 1.7107 0.2856
H -1.0593 -0.8944 -3.7535
C 2.0267 -0.5931 2.8870
H -1.6480 -0.9113 -2.2087
H 2.2722 1.4464 3.5846
H 2.1186 0.2432 4.8866
C -3.2699 -0.6954 1.1110
H -1.3287 -0.2948 3.3457
N -1.0650 -1.6881 1.1593
H -0.8189 1.0598 -5.9954
```

Computed properties:
charge: -1
Kohn-Sham gap (alpha / beta): 3.61 / 3.60 eV
calculated total energy: -29719.90293 eV
lowest unoccupied orbital energy (alpha / beta): 0.1048 / 0.1049 Eh